[1]
C50H36F2N5O5PS2SeY as an isolated structure at a distorted geometry. Source: the OMol25 dataset; level of theory: the ωB97M-V functional and the def2-TZVPD basis.

CARTESIAN COORDINATES (ANGSTROEM)
1 Y 1.6008 -0.2983 0.3735
2 O 2.1878 1.9806 -0.0422
3 N 2.8432 2.9809 0.4764
4 C 3.5764 3.7425 -0.3570
5 C 4.2704 4.8428 0.0740
6 C 4.2096 5.1709 1.4318
7 C 3.4735 4.3838 2.2807
8 C 2.7692 3.2435 1.8321
9 S 1.8961 2.2077 2.8330
10 H 3.5732 3.3984 -1.3812
11 H 4.8426 5.4296 -0.6298
12 H 4.7440 6.0342 1.8098
13 H 3.4190 4.6015 3.3370
14 O 3.2784 -0.6920 -3.6590
15 C 2.2046 -0.2213 -3.2906
16 O 1.8474 0.1001 -2.1114
17 C 1.0989 0.0316 -4.3136
18 C 1.4084 0.1145 -5.6660
19 C 0.4362 0.4611 -6.5879
20 C -0.8549 0.7396 -6.1528
21 C -1.1776 0.6292 -4.8113
22 C -0.2135 0.2495 -3.8772
23 P -0.6142 0.0992 -2.0741
24 C -0.9885 1.9058 -1.8914
25 C -2.2601 2.4342 -1.6835
26 C -2.4500 3.8059 -1.5775
27 C -1.3756 4.6744 -1.6860
28 C -0.1053 4.1575 -1.9029
29 C 0.0868 2.7899 -2.0052
30 C -2.3207 -0.6304 -2.1450
31 C -3.0993 -0.5491 -0.9811
32 C -4.2617 -1.2893 -0.8345
33 C -4.6610 -2.1605 -1.8403
34 C -3.8839 -2.2833 -2.9829
35 C -2.7243 -1.5330 -3.1314
36 H 2.4295 -0.0865 -5.9665
37 H 0.6797 0.5389 -7.6413
38 H -1.6122 1.0483 -6.8652
39 H -2.1838 0.8512 -4.4758
40 H -3.1180 1.7796 -1.6138
41 H -3.4473 4.1972 -1.4076
42 H -1.5246 5.7447 -1.6038
43 H 0.7432 4.8274 -1.9848
44 H 1.0769 2.3817 -2.1535
45 H -2.7623 0.0918 -0.1747
46 H -4.8464 -1.1978 0.0740
47 H -5.5595 -2.7548 -1.7250
48 H -4.1808 -2.9772 -3.7616
49 H -2.1258 -1.6615 -4.0246
50 F 6.8180 1.5008 2.1699
51 C 6.1260 0.5665 1.4651
52 C 4.7565 0.4865 1.5884
53 C 3.9994 -0.4587 0.8777
54 C 4.7442 -1.3713 0.0901
55 C 6.1215 -1.2225 -0.0435
56 F 6.8401 -2.0255 -0.8808
57 C 6.8449 -0.2547 0.6201
58 C 4.0319 -2.4847 -0.5769
59 C 4.6420 -3.7159 -0.8315
60 C 3.9430 -4.6971 -1.5080
61 C 2.6529 -4.4318 -1.9360
62 C 2.0981 -3.2117 -1.5910
63 N 2.7468 -2.2810 -0.8999
64 H 4.2750 1.1771 2.2737
65 H 7.9126 -0.1625 0.4820
66 H 5.6513 -3.9046 -0.5011
67 H 4.4043 -5.6602 -1.6940
68 H 2.0829 -5.1524 -2.5057
69 H 1.0802 -2.9780 -1.8675
70 Se -1.8643 -3.9043 3.4226
71 N -0.7031 -4.0166 4.7926
72 C 0.4134 -3.4014 4.3923
73 C 1.5929 -3.3108 5.1398
74 C 2.6836 -2.6846 4.5508
75 C 2.5859 -2.1597 3.2719
76 N 1.4759 -2.1833 2.5128
77 C 0.4004 -2.8046 3.0577
78 N -0.7347 -2.9659 2.3866
79 H 1.6439 -3.7391 6.1326
80 H 3.6218 -2.6027 5.0848
81 H 3.4460 -1.6852 2.8168
82 O -0.3664 -2.4395 -0.2899
83 H -1.2639 -2.2737 -0.5950
84 H -0.4963 -2.6319 0.6789
85 C -9.0571 -0.4943 3.2558
86 C -7.7070 -0.0012 2.7981
87 O -7.1816 -0.3234 1.7700
88 S -6.9555 1.1157 3.9819
89 C -5.2701 1.1191 3.4073
90 C -4.8802 1.9028 2.3301
91 C -3.5906 1.7901 1.8408
92 C -2.6804 0.8915 2.4151
93 C -3.0734 0.1734 3.5535
94 C -4.3615 0.2770 4.0408
95 C -1.4105 0.6536 1.8255
96 C -0.3674 0.3549 1.2641
97 H -9.7134 -0.6328 2.3977
98 H -9.4977 0.1928 3.9766
99 H -8.9088 -1.4610 3.7395
100 H -5.5921 2.5794 1.8755
101 H -3.2703 2.3899 0.9976
102 H -2.3565 -0.4759 4.0353
103 H -4.6773 -0.3011 4.8999

Computed properties:
Charge = -2
Energy above the lowest of the compared OMol25 structures with the same formula, charge and spin = 150.70 kJ/mol
HOMO-LUMO gap (spin up / spin down) = 4.37 / 5.90 eV
Multiplicity = 2
Energy = -6354.2706 a.u.
M = 1087.8 g mol⁻¹

***

[2]
A 7-piece molecular cluster, C50H40Br5F3N3O24 overall at a distorted geometry. Source: the OMol25 dataset; level of theory: the ωB97M-V functional and the def2-TZVPD basis.

CARTESIAN COORDINATES (ANGSTROEM)
1 C -3.4094 -1.3620 5.8004
2 C -3.0635 -0.7696 4.6361
3 C -1.6489 -0.8202 4.0850
4 N -1.7163 -1.3884 2.7292
5 N -1.4655 -2.7000 2.7065
6 C -1.4929 -3.3073 1.5483
7 C -1.1928 -4.7849 1.5012
8 Br -2.0770 -5.6404 3.0218
9 C 0.3265 -5.0490 1.5782
10 C 0.9186 -5.0351 2.9888
11 Br 1.3036 -3.7159 0.5186
12 C -1.7617 -2.6210 0.3516
13 Br -1.7549 -3.5039 -1.2631
14 C -2.0422 -1.2665 0.3855
15 N -2.3303 -0.5740 -0.8121
16 C -2.0144 -0.6460 1.6552
17 C -2.2886 0.8204 1.7695
18 C -1.0392 1.6413 1.3587
19 C -0.2114 2.2541 2.4810
20 F 0.6469 1.3219 2.9948
21 Br -1.2747 3.0287 3.8894
22 C 0.6672 3.3937 1.8681
23 F -0.0559 4.5080 1.7036
24 F 1.0799 2.9917 0.6431
25 Br 2.2255 3.7934 2.9136
26 H -2.8864 -1.1606 6.7300
27 H -4.2767 -2.0140 5.8170
28 H -3.7796 -0.1836 4.0649
29 H -1.0853 -1.5062 4.7062
30 H -1.0953 0.1164 4.0824
31 H -1.6815 -5.2583 0.6580
32 H 0.5507 -6.0194 1.1450
33 H 1.9612 -4.7366 2.9150
34 H 0.8714 -6.0341 3.4127
35 H 0.4326 -4.3027 3.6300
36 H -3.3071 -0.2968 -0.8441
37 H -1.7665 0.2633 -0.9428
38 H -2.7223 1.1128 2.7179
39 H -3.0519 1.0323 1.0225
40 H -1.3508 2.4479 0.6979
41 H -0.3654 0.9933 0.7982
42 C 4.2727 -1.0322 3.6701
43 C 2.9567 -1.1506 3.8735
44 C 2.2977 -0.7501 5.1704
45 O 1.0825 -0.8884 5.2281
46 C 3.1166 -0.2433 6.2394
47 C 4.4422 -0.1227 6.0475
48 C 5.1029 -0.5012 4.7378
49 O 6.3029 -0.3388 4.6554
50 O 5.2716 0.3294 6.9661
51 O 2.1018 -1.6215 2.9707
52 H 4.7518 -1.3143 2.7432
53 H 2.6362 0.0260 7.1693
54 H 6.1659 0.3164 6.5698
55 H 1.2307 -1.5823 3.4124
56 C -0.8769 8.2930 -1.7343
57 C -0.1268 9.2542 -2.3035
58 C 1.3810 9.2757 -2.1460
59 O 1.9970 10.1624 -2.7038
60 C 2.0088 8.2457 -1.3412
61 C 1.2513 7.2976 -0.7754
62 C -0.2472 7.2588 -0.9528
63 O -0.8426 6.3378 -0.4156
64 O 1.7438 6.3205 -0.0229
65 O -0.6507 10.2224 -3.0264
66 H -1.9518 8.2628 -1.8410
67 H 3.0826 8.2802 -1.2229
68 H 0.9752 5.7865 0.2578
69 H 0.0570 10.8131 -3.3544
70 C 1.1100 2.0949 -3.0832
71 C 2.2570 1.8437 -3.7384
72 C 2.5125 0.5170 -4.4179
73 O 3.5707 0.3889 -4.9983
74 C 1.4924 -0.5102 -4.3314
75 C 0.3495 -0.2606 -3.6774
76 C 0.0924 1.0800 -3.0202
77 O -0.9807 1.2403 -2.4482
78 O -0.6127 -1.1781 -3.5717
79 O 3.2394 2.7121 -3.8451
80 H 0.9156 3.0399 -2.5950
81 H 1.6912 -1.4602 -4.8072
82 H -1.3473 -0.7787 -3.0689
83 H 3.9428 2.2776 -4.3695
84 C -3.5069 -10.8040 2.3805
85 C -2.9910 -11.9540 1.9165
86 C -1.6446 -12.0125 1.2269
87 O -1.2576 -13.1029 0.8577
88 C -0.9025 -10.7772 1.0449
89 C -1.4260 -9.6365 1.5068
90 C -2.7592 -9.5837 2.2139
91 O -3.1145 -8.4800 2.5973
92 O -0.8416 -8.4454 1.3958
93 O -3.6009 -13.1202 2.0180
94 H -4.4669 -10.7529 2.8738
95 H 0.0513 -10.8246 0.5387
96 H -1.4568 -7.8209 1.8391
97 H -3.0097 -13.7810 1.6055
98 C 0.9837 14.0064 -6.0049
99 C 1.7308 14.9644 -6.5742
100 C 3.2343 15.0000 -6.4270
101 O 3.8217 15.9003 -6.9977
102 C 3.8732 13.9799 -5.6262
103 C 3.1298 13.0209 -5.0516
104 C 1.6256 12.9747 -5.2229
105 O 1.0209 12.0625 -4.6849
106 O 3.6599 12.0646 -4.3075
107 O 1.2321 15.9461 -7.3040
108 H -0.0916 13.9710 -6.1062
109 H 4.9471 14.0236 -5.5140
110 H 2.9536 11.4717 -3.9861
111 H 1.9949 16.4881 -7.5904
112 C -2.6761 -9.8340 -1.9903
113 C -2.0373 -9.4076 -3.0927
114 C -1.7213 -7.9464 -3.3223
115 O -1.1241 -7.6537 -4.3392
116 C -2.1490 -6.9822 -2.3247
117 C -2.7851 -7.4119 -1.2278
118 C -3.0790 -8.8742 -0.9887
119 O -3.6481 -9.1520 0.0535
120 O -3.2076 -6.6099 -0.2542
121 O -1.6329 -10.2131 -4.0584
122 H -2.9041 -10.8761 -1.8172
123 H -1.9356 -5.9373 -2.4979
124 H -3.6298 -7.1934 0.4112
125 H -1.2005 -9.6525 -4.7318

Computed properties:
Charge = +1
HOMO-LUMO gap = 6.45 eV
Energy = -17068.6989 a.u.
M = 1523.4 g mol⁻¹

***

[3]
A 9-piece molecular cluster, C50H40O18PS overall at a distorted geometry. Source: the OMol25 dataset; level of theory: the ωB97M-V functional and the def2-TZVPD basis.

CARTESIAN COORDINATES (ANGSTROEM)
1 S 4.0263 -6.9871 3.9756
2 P 2.1162 -7.7134 3.3139
3 O 1.2369 -6.5385 4.2686
4 C 0.0106 -6.2907 3.4607
5 C -0.5550 -7.8438 3.2262
6 O 0.6673 -8.5148 2.6702
7 H 4.9755 -7.7694 3.2508
8 H 2.2900 -8.6959 4.3765
9 H 2.8971 -8.6808 2.5428
10 H 2.3337 -6.8727 2.1563
11 H 0.2886 -5.9938 2.3386
12 H -0.7445 -5.4737 3.8242
13 H -1.2772 -7.6735 2.3119
14 H -1.0394 -8.3859 4.1719
15 C 1.0584 -3.3372 0.9141
16 C 1.1949 -2.0098 0.8373
17 C 0.1694 -1.1706 0.1868
18 O 0.2945 0.0441 0.1143
19 C -1.0129 -1.8544 -0.3739
20 C -1.1494 -3.1817 -0.2972
21 C -0.1239 -4.0210 0.3534
22 O -0.2490 -5.2357 0.4259
23 H 1.8015 -3.9674 1.3872
24 H 2.0559 -1.4933 1.2444
25 H -1.7560 -1.2242 -0.8470
26 H -2.0104 -3.6983 -0.7042
27 C -2.3747 1.9989 -0.3499
28 C -2.2382 3.3262 -0.4266
29 C -3.2637 4.1655 -1.0772
30 O -3.1386 5.3802 -1.1496
31 C -4.4460 3.4816 -1.6378
32 C -4.5826 2.1543 -1.5611
33 C -3.5570 1.3151 -0.9105
34 O -3.6821 0.1003 -0.8381
35 H -1.6316 1.3686 0.1232
36 H -1.3772 3.8428 -0.0196
37 H -5.1892 4.1119 -2.1109
38 H -5.4436 1.6378 -1.9681
39 C -0.6619 5.6670 -4.3115
40 C -1.6879 4.8177 -4.4230
41 C -1.6454 3.6849 -5.3686
42 O -2.5848 2.9083 -5.4727
43 C -0.4252 3.5261 -6.1846
44 C 0.6007 4.3754 -6.0731
45 C 0.5583 5.5082 -5.1276
46 O 1.4977 6.2849 -5.0235
47 H -0.6771 6.5034 -3.6235
48 H -2.5894 4.9203 -3.8310
49 H -0.4100 2.6897 -6.8726
50 H 1.5023 4.2729 -6.6651
51 C -2.7695 -10.4714 6.0133
52 C -3.0168 -10.9238 7.2463
53 C -4.1089 -10.3604 8.0643
54 O -4.3347 -10.7725 9.1938
55 C -4.9176 -9.2794 7.4666
56 C -4.6703 -8.8270 6.2335
57 C -3.5782 -9.3904 5.4155
58 O -3.3524 -8.9784 4.2861
59 H -1.9719 -10.8732 5.4003
60 H -2.4331 -11.7166 7.6986
61 H -5.7152 -8.8777 8.0796
62 H -5.2540 -8.0342 5.7813
63 C 7.9158 -3.1580 1.7370
64 C 8.7677 -3.2513 2.7626
65 C 8.4990 -4.1501 3.9023
66 O 9.2772 -4.2346 4.8424
67 C 7.2538 -4.9426 3.8641
68 C 6.4019 -4.8493 2.8385
69 C 6.6707 -3.9505 1.6988
70 O 5.8924 -3.8659 0.7587
71 H 8.0974 -2.5032 0.8935
72 H 9.6856 -2.6772 2.8050
73 H 7.0722 -5.5974 4.7076
74 H 5.4841 -5.4234 2.7961
75 C 9.8724 0.8928 5.6304
76 C 10.2513 1.3392 6.8319
77 C 10.9911 0.4744 7.7721
78 O 11.3366 0.8815 8.8728
79 C 11.2972 -0.9015 7.3328
80 C 10.9183 -1.3479 6.1314
81 C 10.1785 -0.4831 5.1912
82 O 9.8331 -0.8902 4.0905
83 H 9.3286 1.5139 4.9291
84 H 10.0351 2.3461 7.1685
85 H 11.8410 -1.5225 8.0341
86 H 11.1345 -2.3548 5.7948
87 C -4.3407 8.7170 -8.3694
88 C -3.6085 8.4552 -7.2823
89 C -3.3297 7.0677 -6.8624
90 O -2.6613 6.8272 -5.8664
91 C -3.8897 5.9813 -7.6906
92 C -4.6219 6.2431 -8.7777
93 C -4.9007 7.6306 -9.1976
94 O -5.5691 7.8711 -10.1936
95 H -4.5552 9.7288 -8.6909
96 H -3.1902 9.2410 -6.6648
97 H -3.6752 4.9695 -7.3691
98 H -5.0402 5.4573 -9.3952
99 C -7.1272 11.3031 -4.8547
100 C -6.5114 10.1518 -5.1404
101 C -7.0547 9.2227 -6.1508
102 O -6.4927 8.1678 -6.4115
103 C -8.3031 9.6156 -6.8339
104 C -8.9190 10.7669 -6.5482
105 C -8.3757 11.6960 -5.5378
106 O -8.9376 12.7509 -5.2771
107 H -6.7426 11.9955 -4.1158
108 H -5.5946 9.8497 -4.6486
109 H -8.6878 8.9232 -7.5728
110 H -9.8358 11.0690 -7.0400

Computed properties:
Charge = -1
HOMO-LUMO gap = 3.09 eV
Energy = -4022.8269 a.u.
M = 991.9 g mol⁻¹

***

- What is the M in the second record?
  1523.4 g mol⁻¹